1.
124
Properties=species:S:1:pos:R:3 method="wB97M-V/def2-TZVPD" total_energy_ha=-4930.93112 homo_lumo_gap_ha=0.3236 smiles="Cc1ccc(C[C@]2(C(F)(F)F)OS(=O)(=O)O[C@]2(C[C@H]2CO2)C(F)(F)C(F)(F)F)cc1.O=C1OCCO1.O=C1OCCO1.O=C1OCCO1.O=C1OCCO1.O=C1OCCO1.O=C1OCCO1.O=C1OCCO1.O=C1OCCO1" total_charge=0
C 4.170 0.251 0.622
C 2.953 0.145 -0.256
C 1.681 -0.033 0.289
C 0.568 -0.188 -0.538
C 0.683 -0.154 -1.924
C -0.453 -0.359 -2.904
C -1.498 0.783 -3.017
C -1.467 1.193 -4.514
F -1.733 0.156 -5.302
F -2.348 2.147 -4.812
F -0.268 1.656 -4.810
O -0.980 1.946 -2.341
S -2.110 2.976 -1.923
O -1.973 3.316 -0.555
O -2.258 4.051 -2.828
O -3.331 1.968 -2.206
C -2.921 0.585 -2.427
C -3.954 0.048 -3.413
C -3.673 -1.404 -3.816
C -4.881 -2.178 -4.246
O -3.731 -1.639 -5.143
C -3.017 -0.122 -1.057
F -2.463 0.605 -0.086
F -2.377 -1.308 -1.074
C -4.472 -0.470 -0.599
F -4.436 -0.732 0.711
F -5.314 0.515 -0.813
F -4.895 -1.568 -1.184
C 1.959 0.044 -2.457
C 3.078 0.191 -1.640
H 3.887 0.626 1.600
H 4.920 0.853 0.126
H 4.544 -0.758 0.750
H 1.544 -0.059 1.358
H -0.383 -0.357 -0.064
H 0.020 -0.502 -3.865
H -0.928 -1.308 -2.690
H -4.963 0.084 -3.029
H -3.935 0.579 -4.353
H -2.946 -1.959 -3.244
H -4.762 -3.215 -4.522
H -5.692 -1.708 -4.785
H 2.079 0.060 -3.531
H 4.052 0.316 -2.085
O 6.343 -1.523 -0.557
C 6.226 -2.084 -1.600
O 6.162 -1.462 -2.799
C 6.245 -2.458 -3.825
C 5.763 -3.700 -3.103
O 6.130 -3.422 -1.746
H 5.625 -2.185 -4.673
H 7.284 -2.539 -4.150
H 4.680 -3.821 -3.157
H 6.241 -4.612 -3.448
O 1.452 -4.549 -6.121
C 0.445 -4.132 -6.591
O -0.389 -4.842 -7.388
C -1.595 -4.088 -7.561
C -1.130 -2.673 -7.298
O -0.031 -2.877 -6.402
H -1.995 -4.231 -8.561
H -2.330 -4.427 -6.830
H -0.760 -2.179 -8.199
H -1.891 -2.052 -6.833
O -4.100 -0.767 6.820
C -4.276 -0.293 5.744
O -5.491 -0.117 5.174
C -5.319 0.678 3.996
C -3.868 0.416 3.645
O -3.293 0.128 4.922
H -6.011 0.363 3.218
H -5.510 1.719 4.246
H -3.748 -0.458 3.004
H -3.369 1.267 3.184
O -4.217 -3.389 12.818
C -4.393 -2.911 11.745
O -5.610 -2.722 11.178
C -5.437 -1.921 10.001
C -3.992 -2.184 9.643
O -3.411 -2.479 10.921
H -6.134 -2.226 9.226
H -5.620 -0.876 10.256
H -3.875 -3.054 8.995
H -3.506 -1.332 9.182
O -7.274 0.212 -4.280
C -7.759 1.036 -3.573
O -9.084 1.211 -3.379
C -9.260 2.130 -2.295
C -7.950 2.893 -2.302
O -7.045 1.927 -2.846
H -10.127 2.761 -2.467
H -9.407 1.561 -1.375
H -7.972 3.762 -2.960
H -7.628 3.203 -1.311
O 8.648 3.491 -0.413
C 8.558 2.521 0.266
O 9.522 1.577 0.390
C 9.152 0.693 1.455
C 7.652 0.870 1.507
O 7.479 2.209 1.024
H 9.457 -0.325 1.238
H 9.643 1.025 2.374
H 7.130 0.182 0.843
H 7.250 0.768 2.512
O 11.379 -1.722 1.629
C 11.968 -1.232 2.535
O 12.115 -1.801 3.755
C 13.068 -1.031 4.495
C 12.981 0.323 3.819
O 12.584 -0.027 2.490
H 12.800 -1.005 5.548
H 14.051 -1.491 4.386
H 12.213 0.961 4.259
H 13.926 0.859 3.805
O -3.379 4.208 4.958
C -3.508 4.632 3.858
O -4.710 4.893 3.277
C -4.471 5.582 2.047
C -3.062 5.148 1.706
O -2.498 4.899 3.002
H -5.202 5.289 1.297
H -4.552 6.656 2.224
H -3.036 4.225 1.126
H -2.497 5.913 1.181

=====

2.
60
Properties=species:S:1:pos:R:3 method="wB97M-V/def2-TZVPD" total_energy_ha=-2190.11998 homo_lumo_gap_ha=0.3134 smiles="C[C@@H](O)CB1OB(CC(=O)I)OB(N(C(=O)F)C(=O)F)O1.O.O.O.O.O.O.O.O.O.O" total_charge=0
C -2.758 -1.732 -3.410
C -1.176 -1.609 -3.752
O -0.920 -0.275 -4.265
C -0.207 -2.065 -2.552
B 0.136 -0.898 -1.474
O 0.736 0.354 -1.877
B 0.739 1.333 -0.821
C 1.462 2.775 -1.167
C 0.356 3.776 -1.818
O -0.082 4.749 -1.125
I -0.380 3.447 -3.876
O 0.136 1.192 0.488
B -0.655 -0.006 0.607
N -1.971 -0.147 1.323
C -3.135 -0.111 0.411
O -4.020 -0.994 0.584
F -3.226 0.883 -0.617
C -2.114 0.770 2.475
O -2.655 0.290 3.517
F -1.751 2.141 2.503
O -0.158 -1.210 -0.063
H -3.063 -2.807 -3.735
H -2.965 -1.597 -2.290
H -3.366 -1.025 -4.087
H -0.990 -2.338 -4.638
H -1.301 -0.176 -5.176
H 0.803 -2.369 -3.043
H -0.715 -2.953 -2.014
H 1.938 3.262 -0.234
H 2.258 2.558 -1.971
O 3.063 0.862 1.156
H 3.456 0.369 1.888
H 2.200 0.450 1.033
O -3.414 -2.491 5.208
H -3.605 -1.747 4.622
H -3.248 -2.076 6.063
O 4.138 1.736 3.697
H 3.946 2.484 3.116
H 4.298 2.143 4.559
O -2.713 -4.202 -5.155
H -2.973 -5.092 -4.884
H -2.172 -4.346 -5.942
O 2.375 2.899 -5.441
H 2.259 3.734 -5.912
H 2.788 2.318 -6.094
O -3.298 2.388 -5.488
H -3.086 3.320 -5.351
H -3.734 2.125 -4.668
O -1.049 -0.857 5.691
H -1.162 -0.023 5.218
H -0.647 -1.444 5.037
O 1.762 -2.797 4.957
H 1.496 -3.712 5.114
H 1.596 -2.357 5.802
O 6.634 -0.647 3.818
H 7.076 0.146 4.144
H 5.699 -0.403 3.804
O 2.355 1.012 5.540
H 2.100 0.122 5.814
H 2.906 0.869 4.753

=====

3.
20
Properties=species:S:1:pos:R:3 method="wB97M-V/def2-TZVPD" total_energy_ha=-457.46371 homo_lumo_gap_ha=0.3748 smiles="c1cncnc1.CC(C)=O" total_charge=0
C 1.399 -0.078 -1.214
C 1.528 0.094 0.159
N 1.191 -0.865 1.032
C 0.723 -2.000 0.497
N 0.556 -2.275 -0.802
C 0.900 -1.299 -1.653
H 1.678 0.715 -1.921
H 1.914 1.030 0.585
H 0.444 -2.793 1.204
H 0.769 -1.512 -2.722
C -0.729 1.452 1.587
C -0.826 1.310 0.086
C -1.634 0.138 -0.421
O -0.284 2.096 -0.673
H -0.116 2.331 1.852
H -0.264 0.554 2.028
H -1.733 1.580 2.025
H -1.195 -0.810 -0.066
H -2.673 0.203 -0.057
H -1.647 0.128 -1.524

=====

4.
14
Properties=species:S:1:pos:R:3 method="wB97M-V/def2-TZVPD" total_energy_ha=-270.40837 homo_lumo_gap_ha=0.3645 smiles=CC#CCOC total_charge=0
C 1.809 0.757 0.307
C 1.307 -0.108 -0.727
C 0.896 -0.846 -1.613
C -0.477 -1.334 -1.352
O -0.832 -0.788 -0.050
C -1.525 0.439 -0.023
H 1.824 0.268 1.286
H 2.828 0.973 -0.008
H 1.249 1.696 0.383
H -0.530 -2.422 -1.247
H -1.189 -1.021 -2.125
H -2.581 0.213 0.135
H -1.179 1.061 0.820
H -1.404 1.044 -0.934

=====

5.
101
Properties=species:S:1:pos:R:3 method="wB97M-V/def2-TZVPD" s2=0.773 total_energy_ha=-3043.44871 homo_lumo_gap_ha="0.1640 / 0.1745" spin_multiplicity=2 total_charge=+2
Pb 0.887 -0.573 0.052
C 0.707 -5.115 0.785
C 1.147 -4.075 -0.036
N 1.374 -2.980 0.675
N 1.128 -3.286 1.973
C 0.699 -4.571 2.046
B 1.658 -2.345 3.089
N 2.968 -1.726 2.608
C 4.233 -1.903 3.048
C 5.054 -1.064 2.330
C 4.191 -0.401 1.450
N 2.939 -0.804 1.624
N -0.173 -0.197 2.960
C -1.132 0.535 3.788
C -0.811 1.827 3.768
C 0.341 1.939 2.880
N 0.697 0.808 2.399
N 1.803 -3.161 4.410
C 1.083 -2.623 5.546
C 0.901 -3.810 6.399
C 1.575 -4.806 5.780
N 2.073 -4.385 4.566
H 0.431 -6.115 0.500
H 1.288 -4.066 -1.105
H 0.415 -5.039 2.969
H 4.465 -2.607 3.831
H 6.120 -0.948 2.420
H 4.426 0.342 0.705
H -1.947 0.007 4.254
H -1.311 2.638 4.272
H 0.874 2.837 2.603
H 1.751 -1.933 6.087
H 0.418 -3.830 7.364
H 1.733 -5.824 6.100
C -3.980 5.224 -3.223
O -2.803 4.450 -3.051
C -2.058 4.164 -4.154
C -2.383 4.532 -5.447
C -1.562 4.153 -6.502
C -0.434 3.390 -6.264
C -0.101 3.017 -4.967
C -0.894 3.414 -3.902
N -0.669 3.101 -2.546
C 0.100 2.112 -1.995
N 1.366 2.079 -2.465
C 2.423 1.168 -2.348
C 2.456 -0.045 -1.694
C 3.550 -0.894 -1.727
C 4.682 -0.497 -2.419
C 4.709 0.736 -3.060
C 3.599 1.560 -3.040
O 3.511 2.761 -3.662
C 4.667 3.264 -4.324
N -0.348 1.368 -1.014
C -1.758 1.387 -0.806
C -2.289 1.787 0.407
C -3.657 1.738 0.651
C -4.508 1.298 -0.345
C -4.004 0.923 -1.584
C -2.640 0.964 -1.825
O -2.057 0.584 -2.984
C -2.905 0.226 -4.068
H -4.392 5.363 -2.227
H -4.709 4.703 -3.847
H -3.751 6.197 -3.661
H -3.273 5.112 -5.644
H -1.815 4.453 -7.510
H 0.195 3.080 -7.087
H 0.766 2.391 -4.806
H -1.477 3.340 -1.986
H 1.609 2.862 -3.056
H 3.536 -1.847 -1.213
H 5.550 -1.141 -2.446
H 5.604 1.040 -3.583
H 4.388 4.240 -4.709
H 4.959 2.616 -5.152
H 5.499 3.372 -3.626
H -1.614 2.179 1.149
H -4.050 2.057 1.608
H -5.575 1.249 -0.170
H -4.684 0.590 -2.356
H -2.244 0.018 -4.905
H -3.573 1.048 -4.333
H -3.492 -0.667 -3.834
I -1.564 -2.203 -1.048
C -2.208 -2.666 0.919
C -3.233 -3.522 1.029
C -3.778 -3.841 2.326
C -3.189 -3.391 3.441
C -1.974 -2.585 3.402
C -1.303 -2.470 4.575
C -0.047 -1.742 4.944
C 0.726 -1.109 3.789
C -0.785 -0.954 1.843
C -1.590 -2.007 2.074
H -3.677 -3.970 0.151
H -4.662 -4.461 2.381
H -3.583 -3.651 4.415
H -1.767 -2.954 5.430
H -0.301 -1.009 5.718
H 1.461 -0.426 4.226